14
Properties=species:S:1:pos:R:3:forces:R:3 method="wB97M-V/def2-TZVPD" e_tot_ha=-845.233345 total_charge=0 lumo_ev=-0.090 homo_energy_ev=-10.0
C -0.03887 0.06886 0.37536 5.29 0.30 -1.05
C -0.41494 1.41442 -0.17256 -1.98 -2.04 -0.09
C -0.73202 -1.15118 -0.10655 -1.87 -2.62 0.49
N 1.85676 0.14585 -0.55475 -3.36 1.66 3.35
O 0.19227 0.13193 1.70106 -0.23 0.97 -1.05
F -0.42597 1.31486 -1.49420 0.01 0.62 -0.86
F 0.33453 2.32417 0.26815 2.30 2.32 0.52
F -1.65240 1.74418 0.23399 -0.91 -0.16 -0.12
F -0.99686 -1.36317 -1.36827 0.44 1.28 -1.32
F -1.93383 -1.17032 0.51454 -0.71 0.55 0.45
F -0.19172 -2.32625 0.28636 1.27 0.49 0.72
H 2.42744 -0.61396 -0.28423 0.17 -1.37 0.07
H 1.57927 0.17921 -1.48710 -0.25 -0.55 -2.00
H -0.00366 -0.69860 2.08821 -0.16 -1.45 0.90